Record 1
Molecular formula: C21H57IO12P2
Method: DFT, the ωB97M-V functional and the def2-TZVPD basis

The geometry in ORCA input format:
```
! wB97M-V def2-TZVPD RIJCOSX def2/J DEFGRID3
* xyz 0 1
C -2.190 -3.897 0.260
C -1.680 -2.514 -0.172
C -0.498 -2.048 0.644
O -0.910 -1.871 2.013
O -0.644 -0.503 2.392
P 0.512 -0.495 3.508
O 1.897 -0.635 3.053
O 0.174 0.892 4.206
O 0.033 -1.538 4.605
P 0.885 -2.913 5.014
O 1.087 -3.558 3.540
I -1.087 -4.178 5.762
H -1.750 -4.684 -0.352
H -3.271 -3.974 0.158
H -1.931 -4.103 1.298
H -1.354 -2.546 -1.214
H -2.482 -1.779 -0.085
H -0.079 -1.116 0.275
H 0.310 -2.785 0.651
H 0.806 1.549 3.887
H 1.948 -3.995 3.519
C -3.720 -2.473 10.282
C -3.491 -3.004 8.875
C -4.693 -2.763 7.976
O -3.155 -4.390 8.907
H -4.570 -2.984 10.744
H -2.843 -2.650 10.904
H -3.931 -1.403 10.271
H -2.615 -2.520 8.442
H -5.571 -3.282 8.371
H -4.499 -3.144 6.972
H -4.928 -1.701 7.905
H -3.901 -4.870 9.282
C -3.595 0.952 2.383
C -3.422 2.173 1.497
C -4.285 3.341 1.944
O -3.686 1.843 0.131
H -4.631 0.600 2.349
H -2.952 0.146 2.037
H -3.343 1.175 3.421
H -2.373 2.477 1.512
H -5.345 3.075 1.894
H -4.128 4.203 1.296
H -4.053 3.636 2.968
H -4.607 1.565 0.075
C -0.866 6.045 2.084
C -2.145 6.809 1.777
C -1.866 8.249 1.379
O -3.030 6.767 2.898
H -0.340 6.512 2.921
H -1.097 5.016 2.362
H -0.195 6.031 1.224
H -2.679 6.303 0.971
H -1.371 8.777 2.198
H -2.797 8.771 1.158
H -1.221 8.301 0.501
H -2.584 7.205 3.631
C -0.583 2.678 -1.204
C 0.586 1.750 -1.496
C 1.192 2.012 -2.865
O 0.184 0.385 -1.383
H -1.380 2.530 -1.937
H -1.003 2.471 -0.220
H -0.273 3.725 -1.243
H 1.352 1.875 -0.728
H 0.450 1.846 -3.651
H 2.023 1.330 -3.047
H 1.555 3.038 -2.946
H -0.493 0.219 -2.048
C 4.634 -2.311 -5.041
C 3.334 -1.550 -5.235
C 3.592 -0.126 -5.701
O 2.556 -1.554 -4.036
H 5.246 -1.828 -4.273
H 4.437 -3.333 -4.715
H 5.202 -2.338 -5.970
H 2.720 -2.068 -5.973
H 4.166 0.418 -4.945
H 2.650 0.405 -5.849
H 4.159 -0.114 -6.632
H 3.069 -1.102 -3.357
C 7.255 -2.362 -9.909
C 6.355 -2.905 -8.810
C 5.677 -4.202 -9.220
O 5.385 -1.930 -8.424
H 6.666 -2.144 -10.804
H 7.734 -1.437 -9.589
H 8.028 -3.081 -10.178
H 6.948 -3.075 -7.909
H 5.044 -4.035 -10.096
H 5.045 -4.574 -8.414
H 6.410 -4.969 -9.472
H 4.833 -1.742 -9.190
*
```

As for the largest force on an atom: 0.37 eV/A. The value obtained for the HOMO energy is -9.15 eV. The value obtained for the gap between HOMO and LUMO is 0.3537 hartree. Its LUMO energy is 0.47 eV.

Formally, the Mulliken partial charges of the atoms, in units of the elementary charge, are as follows: number 1, C, carries -1.14; number 2, C, carries -0.19; number 3, C, carries -0.29; number 4, O, carries -0.30; number 5, O, carries 0.27; number 6, P, carries 0.71; number 7, O, carries -0.69; number 8, O, carries -0.49; number 9, O, carries -0.01; number 10, P, carries 0.00; number 11, O, carries -0.33; number 12, I, carries -0.11; number 13, H, carries 0.34; number 14, H, carries 0.32; number 15, H, carries 0.24; number 16, H, carries 0.37; number 17, H, carries 0.14; number 18, H, carries 0.19; number 19, H, carries 0.30; number 20, H, carries 0.35; number 21, H, carries 0.31; number 22, C, carries -1.35; number 23, C, carries 0.46; number 24, C, carries -1.15; number 25, O, carries -0.50; number 26, H, carries 0.35; number 27, H, carries 0.32; number 28, H, carries 0.37; number 29, H, carries 0.23; number 30, H, carries 0.33; number 31, H, carries 0.26; number 32, H, carries 0.36; number 33, H, carries 0.33; number 34, C, carries -1.34; number 35, C, carries 1.32; number 36, C, carries -1.59; number 37, O, carries -0.55; number 38, H, carries 0.41; number 39, H, carries 0.14; number 40, H, carries 0.37; number 41, H, carries -0.19; number 42, H, carries 0.44; number 43, H, carries 0.29; number 44, H, carries 0.37; number 45, H, carries 0.33; number 46, C, carries -1.14; number 47, C, carries 0.56; number 48, C, carries -1.45; number 49, O, carries -0.54; number 50, H, carries 0.37; number 51, H, carries 0.21; number 52, H, carries 0.34; number 53, H, carries 0.22; number 54, H, carries 0.36; number 55, H, carries 0.35; number 56, H, carries 0.37; number 57, H, carries 0.35; number 58, C, carries -1.07; number 59, C, carries 0.47; number 60, C, carries -1.38; number 61, O, carries -0.31; number 62, H, carries 0.33; number 63, H, carries -0.01; number 64, H, carries 0.42; number 65, H, carries 0.28; number 66, H, carries 0.36; number 67, H, carries 0.24; number 68, H, carries 0.41; number 69, H, carries 0.24; number 70, C, carries -0.91; number 71, C, carries 0.38; number 72, C, carries -1.17; number 73, O, carries -0.50; number 74, H, carries 0.35; number 75, H, carries 0.32; number 76, H, carries 0.01; number 77, H, carries 0.25; number 78, H, carries 0.29; number 79, H, carries 0.29; number 80, H, carries 0.34; number 81, H, carries 0.31; number 82, C, carries -1.41; number 83, C, carries 0.48; number 84, C, carries -1.26; number 85, O, carries -0.45; number 86, H, carries 0.36; number 87, H, carries 0.34; number 88, H, carries 0.38; number 89, H, carries 0.24; number 90, H, carries 0.33; number 91, H, carries 0.32; number 92, H, carries 0.38; number 93, H, carries 0.31

Record 2
Molecular formula: C4H9N2
Method: DFT, the ωB97M-V functional and the def2-TZVPD basis

The geometry in ORCA input format:
```
! wB97M-V def2-TZVPD RIJCOSX def2/J DEFGRID3
* xyz 1 1
C -1.599 -0.429 0.137
C -0.989 -1.428 -0.426
C -2.504 0.697 0.189
C 1.685 0.338 -0.268
N -0.366 -0.762 0.723
N 2.855 -0.051 0.329
H -0.714 -2.074 -1.217
H -3.577 0.582 -0.285
H -2.019 1.418 -0.633
H -2.749 1.028 1.145
H 1.544 1.389 -0.747
H 1.308 -0.295 -1.104
H 0.668 -0.112 0.704
H 3.548 0.613 0.598
H 2.907 -0.915 0.854
*
```

As for the largest force on an atom: 4.89 eV/A. The value obtained for the HOMO energy (alpha / beta) is -12.94 / -13.07 eV. The calculation puts the energy relative to the best compared isomer or geometry (same formula, charge and spin) at 154.97 kcal/mol. The value obtained for the gap between HOMO and LUMO (alpha / beta) is 0.2859 / 0.2891 hartree. Its LUMO energy (alpha / beta) is -5.16 / -5.20 eV.

Formally, the Mulliken partial charges of the atoms, in units of the elementary charge, are as follows: number 1, C, carries 0.79; number 2, C, carries -0.34; number 3, C, carries -0.96; number 4, C, carries -0.37; number 5, N, carries -0.34; number 6, N, carries -0.32; number 7, H, carries 0.33; number 8, H, carries 0.32; number 9, H, carries 0.25; number 10, H, carries 0.34; number 11, H, carries 0.31; number 12, H, carries 0.20; number 13, H, carries 0.30; number 14, H, carries 0.24; number 15, H, carries 0.25